A structure of composition H21HfO12 at a distorted geometry, computed with wB97M-V/def2-TZVPD.

Output
2S+1: 1
E_LUMO: -3.78 eV
Energy relative to the best compared isomer or geometry (same formula, charge and spin): 31.40 kJ/mol
Net charge: +1
HOMO: -13.402 eV
Kohn-Sham gap: 9.62 eV

Structure (XYZ):
```
34
Properties=species:S:1:pos:R:3:forces:R:3:mulliken_charge:R:1
H 0.036412 2.509176 3.186000 0.120 -0.020 -0.666 0.347
O -0.797588 -1.290824 -1.873000 0.333 0.567 0.560 -0.594
H -0.875588 -0.735824 -2.651000 -0.008 -0.171 -0.585 0.361
H 0.999412 2.516176 1.871000 -0.750 -0.552 1.521 0.371
H -1.834588 1.796176 -1.719000 -1.260 -0.106 -0.647 0.375
H -2.499588 -0.423824 2.542000 1.035 0.714 0.294 0.294
O -1.715588 2.660176 1.108000 -1.508 -0.245 2.072 -0.603
H -2.759588 -0.025824 0.591000 0.822 0.798 0.290 0.218
H 2.690412 -1.872824 -0.772000 0.127 -0.056 0.128 0.291
O -2.819588 -0.372824 -0.300000 -0.204 0.204 0.532 -0.524
Hf 0.274412 -0.051824 1.985000 1.457 1.148 -1.857 1.237
H 1.599412 -1.677824 -2.397000 -0.320 0.517 -0.474 0.369
H 0.078412 -0.140824 -0.775000 0.700 -0.337 1.037 0.439
H 1.808412 -3.091824 -1.220000 0.128 1.775 1.412 0.323
O 2.436412 1.187176 -1.337000 0.315 -0.100 0.163 -0.586
O -0.007588 -2.092824 1.754000 0.076 -1.500 -0.153 -0.495
O 1.819412 -2.259824 -0.628000 -0.287 -2.209 -1.042 -0.678
H 1.400412 -0.521824 -3.395000 0.342 -0.232 0.070 0.326
H -1.279588 -0.786824 -1.196000 -0.989 -0.700 -0.264 0.238
H 0.473412 -2.578824 1.054000 0.168 0.060 -0.010 0.330
H -0.618588 1.355176 -0.994000 0.286 -0.011 0.385 0.485
O 1.671412 -1.448824 -3.336000 0.017 0.064 -0.075 -0.605
H 3.142412 -0.285824 1.561000 -1.316 -0.323 0.733 0.277
H 1.660412 1.156176 -0.774000 -0.355 0.042 0.054 0.237
H -2.566588 2.255176 0.869000 0.194 0.414 0.544 0.272
H -1.297588 2.607176 0.279000 1.155 0.313 -2.234 0.385
O 0.616412 1.961176 2.621000 0.764 1.611 -0.521 -0.560
O 0.100412 0.353176 0.092000 0.240 -0.498 -0.264 -0.088
H 3.132412 0.931176 -0.722000 0.242 0.106 -0.277 0.294
H -3.526588 -0.985824 -0.126000 -0.719 -0.803 -0.829 0.290
O -1.623588 -0.012824 2.383000 -1.977 -1.237 0.914 -0.845
O -1.014588 2.126176 -1.396000 0.569 0.842 -0.497 -0.744
H -0.917588 -2.384824 1.837000 -0.233 -0.432 -0.186 0.346
O 2.214412 -0.371824 1.878000 0.836 0.355 -0.129 -0.783
```
Positions in Å, forces in eV/Å.